Record 1
C20H10Cl5N3O3SSn as an isolated structure, computed with ωB97M-V/def2-TZVPD.

Cartesian coordinates (Å):
1 Sn 0.668 0.500 -0.251
2 O 0.142 0.193 2.146
3 C -0.791 -0.176 2.922
4 C -0.526 -0.312 4.317
5 C -1.482 -0.709 5.214
6 C -2.775 -0.993 4.777
7 C -3.076 -0.860 3.442
8 C -2.130 -0.466 2.489
9 C -2.592 -0.303 1.145
10 N -1.912 0.021 0.102
11 N -2.647 0.150 -1.037
12 C -2.071 0.854 -1.983
13 O -0.974 1.477 -1.912
14 C -2.860 0.938 -3.244
15 C -4.098 0.315 -3.381
16 C -4.794 0.397 -4.572
17 C -4.272 1.108 -5.641
18 C -3.034 1.720 -5.518
19 C -2.336 1.636 -4.330
20 H 0.482 -0.093 4.647
21 H -1.242 -0.804 6.269
22 H -3.545 -1.291 5.479
23 H -4.088 -1.074 3.110
24 H -3.678 -0.432 1.011
25 H -4.493 -0.238 -2.545
26 H -5.748 -0.105 -4.677
27 H -4.822 1.171 -6.571
28 H -2.614 2.253 -6.363
29 H -1.365 2.096 -4.225
30 Cl 2.778 -2.490 1.622
31 C 3.536 -0.950 1.682
32 C 3.032 0.053 0.863
33 C 3.700 1.264 0.967
34 Cl 3.143 2.560 -0.015
35 C 4.786 1.495 1.797
36 Cl 5.540 3.047 1.883
37 C 5.255 0.456 2.585
38 Cl 6.638 0.691 3.587
39 C 4.621 -0.778 2.533
40 Cl 5.207 -2.053 3.549
41 O 2.994 0.594 -3.875
42 S 2.203 -0.570 -3.408
43 N 1.600 -0.520 -2.056

Summary:
Frontier orbital gap: 5.78 eV
E_LUMO: 4.2 eV
Molecular weight: 668.4 g/mol
Charge: -2
HOMO: -1.60 eV

Here are the natural (NBO) charges for atoms 1 to 8, given in e: 1.403 -0.783 0.414 -0.267 -0.220 -0.340 -0.153 -0.246

***

Record 2
C20H10ClN4O2PdS2 as an isolated structure, computed with ωB97M-V/def2-TZVPD.

Cartesian coordinates (Å):
1 Pd 0.248 0.645 0.687
2 Cl 6.139 5.015 -0.782
3 C 5.035 3.764 -0.559
4 C 5.481 2.424 -0.496
5 C 4.578 1.425 -0.320
6 C 3.161 1.690 -0.170
7 O 2.384 0.724 -0.002
8 C 2.728 3.080 -0.252
9 C 1.332 3.503 -0.185
10 O 0.352 2.793 -0.003
11 C 3.660 4.067 -0.446
12 H 6.537 2.214 -0.594
13 H 4.885 0.389 -0.274
14 H 1.167 4.579 -0.333
15 H 3.352 5.104 -0.522
16 S -4.938 -4.707 -0.925
17 N -5.110 -2.978 -0.720
18 C -3.929 -2.542 -0.468
19 C -3.589 -1.139 -0.227
20 C -4.532 -0.114 -0.259
21 C -4.122 1.185 -0.034
22 C -2.777 1.430 0.225
23 N -1.878 0.454 0.262
24 C -2.255 -0.822 0.039
25 C -1.235 -1.853 0.064
26 N 0.036 -1.488 0.303
27 C 1.005 -2.394 0.319
28 C 0.764 -3.763 0.096
29 C -0.510 -4.182 -0.148
30 C -1.567 -3.222 -0.180
31 C -2.882 -3.551 -0.433
32 N -3.367 -4.845 -0.684
33 H -5.568 -0.354 -0.464
34 H -4.820 2.008 -0.056
35 H -2.410 2.432 0.401
36 H 2.005 -2.023 0.504
37 H 1.591 -4.457 0.120
38 H -0.748 -5.222 -0.326
39 S -0.232 0.229 4.145
40 C 0.031 0.505 2.697

Summary:
Spin multiplicity: 6
Frontier orbital gap (alpha / beta): 4.73 / 5.92 eV
Energy relative to the best compared isomer or geometry (same formula, charge and spin): 0.056 eV
E_LUMO (alpha / beta): -6.7 / -8.9 eV
Molecular weight: 544.3 g/mol
Charge: +2
HOMO (alpha / beta): -11.40 / -14.85 eV

Here are the natural (NBO) charges for atoms 1 to 8, given in e: 1.199 0.204 0.017 -0.196 -0.166 0.480 -0.622 -0.247

***

Record 3
C20H12Br4HfN4O3S as an isolated structure, computed with ωB97M-V/def2-TZVPD.

Cartesian coordinates (Å):
1 Hf 8.594 -11.459 8.941
2 N 12.101 -14.318 7.974
3 C 11.185 -13.302 8.311
4 S 9.561 -13.394 7.591
5 N 11.603 -12.345 9.076
6 N 10.663 -11.296 9.155
7 C 10.813 -10.236 10.126
8 C 10.629 -10.746 11.525
9 C 11.656 -10.831 12.346
10 C 11.508 -11.191 13.673
11 C 10.333 -11.766 14.083
12 C 9.304 -12.010 13.131
13 C 9.480 -11.532 11.856
14 O 8.648 -11.947 10.904
15 H 11.589 -15.178 8.036
16 H 12.778 -14.241 8.705
17 H 11.763 -9.684 10.062
18 H 12.641 -10.570 11.918
19 H 12.367 -11.069 14.320
20 H 10.249 -12.015 15.175
21 H 8.483 -12.707 13.261
22 Br 3.011 -8.953 5.277
23 C 4.131 -10.004 6.441
24 C 3.592 -11.114 7.048
25 Br 1.806 -11.667 6.661
26 C 4.443 -11.946 7.820
27 Br 3.870 -13.659 8.309
28 C 5.810 -11.567 8.034
29 O 6.620 -12.269 8.720
30 C 6.336 -10.370 7.432
31 O 7.574 -10.097 7.651
32 C 5.535 -9.697 6.594
33 Br 6.213 -8.127 5.887
34 N 9.636 -9.515 9.798
35 C 9.183 -8.523 10.533
36 C 9.882 -7.753 11.411
37 C 9.233 -6.994 12.315
38 C 7.901 -6.675 12.275
39 C 7.139 -7.257 11.247
40 C 7.774 -8.187 10.402
41 H 10.924 -7.938 11.663
42 H 9.844 -6.489 13.040
43 H 7.412 -6.068 13.003
44 H 6.085 -7.164 11.243
45 H 7.129 -8.673 9.751

Summary:
Frontier orbital gap: 5.37 eV
Energy relative to the best compared isomer or geometry (same formula, charge and spin): 0.373 eV
E_LUMO: 4.0 eV
Molecular weight: 886.5 g/mol
Charge: -2
HOMO: -1.41 eV

Here are the natural (NBO) charges for atoms 1 to 8, given in e: 2.307 -0.833 0.226 -0.408 -0.367 -0.659 0.085 -0.083